36
Properties=species:S:1:pos:R:3 method="wB97M-V/def2-TZVPD" total_charge=0 orbital_gap_ev=6.64 multiplicity=1 total_energy_ha=-1534.36823 e_lumo_ha=0.0150 e_above_lowest_kcal_mol=0.0
Pt 0.15326 -0.06059 -0.56368
C -1.79994 2.20414 0.25041
O -0.39009 2.16948 0.44507
C 0.04478 2.37426 1.77039
C -0.13744 1.13847 2.60873
O 0.51171 0.10857 1.89983
C 0.26262 -1.18494 2.40138
C -1.13113 -1.64057 2.02368
O -1.31507 -1.49362 0.63278
C -2.63173 -1.88509 0.26347
H -2.20343 3.15848 0.60422
H -2.30570 1.38180 0.76471
H -1.96136 2.10484 -0.81917
H -0.46770 3.22306 2.23567
H 1.11013 2.58885 1.68738
H -1.20060 0.91070 2.74784
H 0.31566 1.29277 3.59617
H 0.37131 -1.21823 3.49094
H 1.01049 -1.82647 1.93640
H -1.88859 -1.04139 2.54814
H -1.26369 -2.68675 2.32552
H -2.81358 -2.92651 0.54620
H -2.71584 -1.77775 -0.81217
H -3.37384 -1.24707 0.75588
C -0.28521 -1.96317 -4.70391
C 0.07769 -1.05217 -3.55284
S 0.11592 -1.84128 -1.98926
C 0.36912 0.24056 -3.69323
C 0.39487 0.96251 -5.01353
S 0.78447 1.25330 -2.32564
H -0.63971 -2.92120 -4.32264
H 0.57170 -2.15658 -5.35288
H -1.07958 -1.52887 -5.31183
H 0.24431 0.28615 -5.85177
H 1.35479 1.46683 -5.14972
H -0.38154 1.73175 -5.04249


9
Properties=species:S:1:pos:R:3 method="wB97M-V/def2-TZVPD" total_charge=-1 orbital_gap_ev=7.39 multiplicity=1 total_energy_ha=-1041.89588 e_lumo_ha=0.1228 smiles="O=C1S[C@@H]1/N=C/[S-]" e_above_lowest_kcal_mol=55.7
O 1.41550 1.75096 0.60218
C 0.64163 1.23837 -0.20638
S -0.99041 1.57560 -0.74223
C 0.47445 0.00679 -1.01421
N 0.26342 -1.05732 -0.30167
C -0.48699 -1.01784 0.83011
S -0.61789 -2.18477 2.05803
H 0.45766 -0.07963 -2.05648
H -1.15738 -0.23217 0.83064


30
Properties=species:S:1:pos:R:3 method="wB97M-V/def2-TZVPD" total_charge=0 orbital_gap_ev="6.41 / 8.05" multiplicity=1 total_energy_ha=-831.39019 e_lumo_ha="-0.0066 / -0.0219" e_above_lowest_kcal_mol=117.6
C 4.52584 -0.19869 0.17097
C 3.70268 -1.31527 0.16865
C 3.92103 1.06244 -0.00166
C 2.32339 -1.20013 0.10493
C 2.55764 1.24921 -0.01161
C 1.72359 0.09789 0.00864
C -1.08479 -0.98061 1.26965
C -2.54183 -0.55375 1.50713
C -3.07233 0.28422 0.43251
C -2.46752 1.65785 0.41517
C -1.06378 1.78463 -0.17149
C -1.29638 -1.75936 -2.67826
O -0.61691 -2.06922 1.61335
Si -0.08606 0.24327 0.27089
H 5.49064 -0.48502 0.40242
H 4.16566 -2.27256 0.09056
H 4.48889 2.03530 0.05748
H 1.49867 -1.97816 -0.17990
H 2.20912 2.25707 0.12515
H -3.06782 -1.50981 1.64672
H -2.67327 -0.01027 2.42847
H -3.09434 -0.29466 -0.59625
H -4.13049 0.64153 0.70462
H -3.04239 2.32479 -0.22982
H -2.57027 2.14189 1.37089
H -1.32849 1.88750 -1.14496
H -0.49353 2.73723 0.10222
H -1.78521 -1.85831 -1.78026
H -1.82676 -1.72816 -3.60767
H -0.36497 -2.19084 -2.48854


12
Properties=species:S:1:pos:R:3 method="wB97M-V/def2-TZVPD" total_charge=0 orbital_gap_ev=9.48 multiplicity=1 total_energy_ha=-377.48513 e_lumo_ha=-0.0004 e_above_lowest_kcal_mol=112.3
C -1.81540 0.57612 0.17504
C -0.31918 -0.59098 -0.24836
C 1.76626 0.57876 0.05631
C 0.61592 1.46449 -0.20975
C -0.52038 0.82735 0.00159
H -2.66862 0.74470 -0.71851
H -2.36607 0.79986 1.05370
H 2.71561 0.81744 0.25383
H 0.76176 2.46725 0.02126
N 0.60790 -1.34482 -0.04895
N 1.76469 -0.80360 0.14567
O -1.67677 -0.86560 0.00796